# 1
The following is a quantum chemistry calculation of a molecular structure, C29H32N5O3STa at a distorted geometry, from the Open Molecules 2025 dataset.

XYZ file:
```
71
Properties=species:S:1:pos:R:3
Ta 0.8634 0.2043 -1.2924
C -5.9042 -2.3851 -0.5010
C -4.5199 -1.8187 -0.4409
C -4.3894 -0.5849 0.1997
C -3.1390 0.0945 0.1538
C -2.9948 1.5624 0.4926
N -2.8928 2.0891 1.6729
C -3.0014 1.2541 2.9133
C -1.6122 0.7495 3.4535
C -0.7891 1.8152 4.2036
N 0.2006 2.4841 3.2606
C 1.1698 1.9090 2.6409
C 1.7148 0.5711 2.6561
C 1.8773 -0.1980 3.7814
C 2.4534 -1.4611 3.6900
C 2.5162 -2.2888 4.9191
C 2.9319 -1.9277 2.5164
C 2.6961 -1.1798 1.3482
C 3.0980 -1.5768 0.0349
N 2.6514 -1.1393 -1.1101
C 3.3110 -1.6953 -2.3340
C 2.3212 -1.8906 -3.4341
C 0.9381 -2.4502 -3.0444
N 0.0517 -1.5472 -2.2215
C -1.0882 -2.1529 -1.9197
C -2.1907 -1.7065 -1.1032
C -3.4608 -2.3324 -1.1575
C -1.9997 -0.5630 -0.3828
O -0.7534 -0.0738 -0.1842
C 1.9977 0.0454 1.4041
O 1.7561 0.7668 0.2882
H -6.5323 -1.6514 -1.0662
H -6.4044 -2.4714 0.4970
H -5.8439 -3.2990 -1.0803
H -5.2763 -0.1304 0.5975
H -3.0266 2.2769 -0.3111
H -2.8312 3.1089 1.6325
H -3.6629 0.4273 2.6868
H -3.5041 1.8928 3.6579
H -1.0060 0.2111 2.6936
H -1.8484 -0.0973 4.1259
H -0.2339 1.4119 5.0484
H -1.5434 2.5673 4.5921
H 0.0101 3.4819 3.1366
H 1.7608 2.6022 2.0235
H 1.6131 0.2167 4.7740
H 3.0741 -3.2309 4.8172
H 1.4984 -2.4886 5.2765
H 2.9558 -1.7266 5.7621
H 3.4383 -2.9334 2.4186
H 3.9197 -2.2502 0.0444
H 3.6654 -2.6851 -2.1473
H 4.1115 -1.0655 -2.7195
H 2.6565 -2.7151 -4.0268
H 2.2031 -1.0052 -4.0564
H 1.2971 -3.2889 -2.4379
H 0.3540 -2.7599 -3.9111
H -1.2037 -3.1236 -2.3872
H -3.7135 -3.1716 -1.7574
O 1.9935 0.8625 -2.7397
N 1.7798 1.9295 -3.5003
C 2.6294 2.2198 -4.5451
C 2.5508 3.4642 -5.1391
C 1.6812 4.4509 -4.6761
C 0.7400 4.0328 -3.7458
C 0.8230 2.7882 -3.1543
S -0.1903 2.2379 -1.8508
H 3.2987 1.4375 -4.8531
H 3.2384 3.6505 -5.8883
H 1.7079 5.4779 -4.9828
H 0.0073 4.7719 -3.3115
```

Total charge: +4
Max |F|, hartree/bohr: 0.0518
LUMO level, eV: -11.899
Kohn-Sham gap, eV: 7.599

# 2
The following is a quantum chemistry calculation of a molecular structure, C29H33BN9OV, from the Open Molecules 2025 dataset.

XYZ file:
```
74
Properties=species:S:1:pos:R:3
V 0.4009 -0.4125 -0.0241
C 3.6939 -1.8455 -0.7027
C 2.8997 -2.1724 0.5125
C 3.2871 -2.9680 1.5825
C 2.1819 -3.0440 2.4097
N 1.1930 -2.3293 1.8757
N 1.6226 -1.7757 0.7074
B -0.3419 -2.4478 2.2318
N -1.0442 -2.9387 0.9513
C -2.0084 -3.8652 0.8197
C -2.7407 -3.5682 -0.3010
C -2.1842 -2.3972 -0.8199
C -2.7609 -1.6321 -1.9658
N -1.1312 -2.0332 -0.0750
N -0.9838 -1.0670 2.5437
C -1.9276 -0.7534 3.4563
C -2.5143 0.4312 3.0942
C -1.8815 0.8087 1.9016
C -2.1290 2.0133 1.0567
N -0.9770 -0.1092 1.5823
N -0.4610 -3.3542 3.4187
C -0.1592 -3.0573 4.7110
C -0.0145 -4.2375 5.3901
C -0.2537 -5.2417 4.4221
C -0.2709 -6.7222 4.6087
N -0.4976 -4.7016 3.2409
H 4.2045 -2.7478 -1.0388
H 4.4620 -1.1007 -0.4886
H 3.0663 -1.4806 -1.5115
H 4.2345 -3.4589 1.7190
H 2.0328 -3.5950 3.3242
H -2.0851 -4.6562 1.5437
H -3.5853 -4.1052 -0.6956
H -3.7976 -1.9411 -2.0912
H -2.2388 -1.8298 -2.9003
H -2.7383 -0.5601 -1.7870
H -2.1358 -1.4109 4.2818
H -3.3016 0.9541 3.6074
H -3.1973 2.1442 0.8896
H -1.6489 1.9231 0.0833
H -1.7552 2.9154 1.5434
H -0.0434 -2.0382 5.0418
H 0.2115 -4.3684 6.4340
H 0.4650 -7.0290 5.3501
H -0.0546 -7.2246 3.6680
H -1.2501 -7.0561 4.9535
N 3.9190 1.8728 -0.9786
C 2.8833 1.2881 -0.3827
O 2.0224 0.6842 -1.0484
C 2.7050 1.3104 1.0854
C 1.2347 1.0367 1.3290
H 4.0053 1.8283 -1.9815
H 4.5925 2.4020 -0.4530
H 3.0646 2.2409 1.5336
H 3.3160 0.4965 1.4931
H 0.6467 1.9502 1.2062
H 1.0662 0.6676 2.3374
C 0.5522 -3.7762 -4.7441
C 0.8591 -3.9774 -3.3812
C 0.7263 -2.9570 -2.4818
C 0.2757 -1.6769 -2.8945
C 0.1221 -0.5697 -2.0125
C -0.3483 0.6300 -2.4719
C -0.7408 0.7946 -3.8226
C -0.5753 -0.2408 -4.6901
C -0.0527 -1.4856 -4.2608
C 0.1054 -2.5604 -5.1692
H 0.6635 -4.5915 -5.4462
H 1.1956 -4.9500 -3.0467
H 0.9468 -3.1329 -1.4373
H -0.4026 1.4975 -1.8114
H -1.1391 1.7427 -4.1583
H -0.8425 -0.1269 -5.7338
H -0.1460 -2.3993 -6.2101
```

Total charge: +1
⟨S²⟩: 0.80
Max |F|, hartree/bohr: 0.0064
LUMO level (alpha / beta), eV: -3.737 / -3.099
Multiplicity: 2
Kohn-Sham gap (alpha / beta), eV: 6.807 / 7.489

# 3
The following is a quantum chemistry calculation of a molecular structure, C29H33BrN2O6Rb, from the Open Molecules 2025 dataset.

XYZ file:
```
72
Properties=species:S:1:pos:R:3
Rb -0.1046 1.1062 0.4187
O -4.1474 -2.6765 -2.8664
C -3.8524 -1.5198 -3.5619
C -4.2987 -1.3345 -4.8644
C -3.9789 -0.1662 -5.5443
C -3.2173 0.8088 -4.9169
C -2.7874 0.6063 -3.6100
C -3.0908 -0.5534 -2.9155
C -2.6226 -0.6753 -1.4495
O -2.0537 0.3981 -0.9677
N -1.6921 -1.9103 -1.4568
N -0.8033 -2.0760 -0.5115
C -0.3279 -3.2616 -0.3090
C 0.7202 -3.5390 0.6526
Br 1.5750 -2.0223 1.4218
C 1.1838 -4.7397 1.0197
C 0.6462 -6.0505 0.6088
C 1.5289 -7.1181 0.4181
C 1.0728 -8.3751 0.0527
C -0.2864 -8.6009 -0.1273
C -1.1782 -7.5561 0.0751
C -0.7193 -6.2993 0.4437
H -4.7118 -3.2278 -3.4181
H -4.8956 -2.1052 -5.3450
H -4.3305 -0.0249 -6.5593
H -2.9679 1.7257 -5.4372
H -2.2170 1.3563 -3.0719
H -3.5018 -1.0396 -0.8746
H -2.0958 -2.7525 -1.8602
H -0.6823 -4.1035 -0.9041
H 2.0541 -4.7657 1.6644
H 2.5911 -6.9479 0.5545
H 1.7805 -9.1825 -0.0941
H -0.6457 -9.5812 -0.4150
H -2.2423 -7.7218 -0.0454
H -1.4276 -5.5014 0.6287
C 5.4719 0.1889 5.1815
O 5.2048 1.5709 5.3131
C 4.2366 2.0965 4.5060
C 3.9629 3.4657 4.7368
C 2.9924 4.0651 3.9838
C 2.2476 3.3834 2.9968
C 1.1639 4.0538 2.3059
C 1.0324 5.5666 2.4390
O 0.3218 3.4737 1.6184
C 2.5591 1.9961 2.7141
O 2.0093 1.3326 1.7983
C 3.5741 1.3877 3.5415
H 6.2179 -0.0520 5.9352
H 5.8685 -0.0499 4.1919
H 4.5743 -0.4094 5.3528
H 4.5088 3.9981 5.5040
H 2.7735 5.1092 4.1773
H 0.7741 5.8480 3.4618
H 0.2379 5.8964 1.7729
H 1.9661 6.0689 2.1781
H 3.7822 0.3474 3.3367
C 1.0923 3.5526 -2.7593
C 0.2910 4.4270 -1.8172
O -1.0770 4.1156 -1.9856
C -1.8826 4.4511 -0.8651
C -3.1786 3.6735 -0.9583
H 2.1608 3.6775 -2.5727
H 0.8820 3.7959 -3.8017
H 0.8222 2.5092 -2.5945
H 0.4759 5.4884 -2.0295
H 0.5957 4.2374 -0.7821
H -2.0772 5.5323 -0.8477
H -1.3490 4.1959 0.0554
H -3.7706 3.9948 -1.8185
H -3.7691 3.8347 -0.0522
H -2.9693 2.6035 -1.0496
```

Total charge: -1
Max |F|, hartree/bohr: 0.0167
LUMO level, eV: 2.310
Kohn-Sham gap, eV: 6.836